Record 1
{"formula": "C17H23ClN6", "method": "the ωB97M-V functional and the def2-TZVPD basis", "elements": ["C", "C", "C", "C", "C", "C", "C", "N", "C", "N", "C", "N", "C", "N", "N", "H", "H", "C", "N", "C", "C", "H", "C", "C", "C", "H", "H", "C", "H", "H", "H", "H", "H", "H", "H", "H", "H", "H", "H", "H", "H", "H", "H", "Cl", "H", "H", "H"], "positions_angstrom": [[4.280, -1.409, -0.948], [3.731, -0.193, -0.260], [4.520, 0.921, 0.000], [4.025, 2.049, 0.634], [2.700, 2.071, 1.026], [1.882, 0.985, 0.788], [2.384, -0.144, 0.148], [1.592, -1.254, -0.111], [0.288, -1.504, 0.156], [-0.486, -0.610, 0.771], [-1.744, -0.981, 0.968], [-2.254, -2.145, 0.617], [-1.403, -2.978, 0.002], [-0.127, -2.706, -0.255], [-1.878, -4.179, -0.362], [-1.292, -4.804, -0.884], [-2.856, -4.366, -0.236], [-2.663, 0.014, 1.614], [-3.392, 0.735, 0.587], [-2.567, 1.639, -0.191], [-3.074, 1.744, -1.649], [-2.292, 1.391, -2.324], [-4.327, 0.900, -1.881], [-5.584, 1.507, -1.248], [-5.319, 2.213, 0.080], [-6.272, 2.528, 0.513], [-4.737, 3.117, -0.103], [-4.600, 1.345, 1.109], [-5.262, 0.531, 1.424], [-4.384, 1.970, 1.997], [-6.322, 0.717, -1.098], [-6.020, 2.239, -1.933], [-4.492, 0.791, -2.955], [-4.149, -0.089, -1.462], [-3.280, 2.784, -1.908], [-1.552, 1.239, -0.196], [-2.516, 2.637, 0.276], [-3.386, -0.539, 2.216], [-2.075, 0.682, 2.267], [2.038, -2.030, -0.580], [0.849, 0.988, 1.092], [2.302, 2.943, 1.522], [4.673, 2.891, 0.815], [6.191, 0.945, -0.470], [4.192, -2.288, -0.309], [3.749, -1.599, -1.882], [5.331, -1.268, -1.182]], "lowdin_charge": [-0.0631, -0.2274, -0.6074, -0.1241, -0.0769, -0.0195, -0.1818, 0.1403, -0.3534, 0.1621, -0.3213, 0.1817, -0.4554, 0.1769, 0.1598, 0.1016, 0.1024, -0.1294, -0.1884, -0.1804, -0.1684, 0.1030, -0.2129, -0.1965, -0.1913, 0.1116, 0.1003, -0.2002, 0.1233, 0.1224, 0.1081, 0.1068, 0.1040, 0.1021, 0.1058, 0.0954, 0.1217, 0.1227, 0.1281, 0.1225, 0.0801, 0.1054, 0.0979, 0.6959, 0.0901, 0.0902, 0.0354], "max_force_ev_per_a": 0.73, "de_lowest_kj_mol": 8.6, "smiles": "Cc1c(Cl)cccc1Nc1nc(N)nc(CN2CCCCCC2)n1", "e_tot_ha": -1450.389473, "homo_lumo_gap_ev": 9.02}


Record 2
{"formula": "C17H23IN2SiSn", "method": "the ωB97M-V functional and the def2-TZVPD basis", "elements": ["C", "C", "H", "H", "H", "H", "H", "H", "C", "C", "C", "C", "H", "H", "H", "H", "N", "C", "C", "N", "C", "C", "C", "H", "H", "C", "H", "H", "Sn", "I", "C", "Si", "C", "C", "C", "C", "H", "H", "H", "H", "H", "H", "H", "H", "H"], "positions_angstrom": [[-0.063, 0.829, 0.829], [-0.105, -1.274, 2.236], [0.536, 1.717, 0.601], [-0.331, 2.086, 3.064], [-0.737, 0.502, -0.032], [-0.107, -1.747, 1.253], [0.797, -1.666, 2.728], [-0.973, -1.656, 2.782], [0.468, 2.488, -2.835], [0.270, 3.398, -3.863], [-0.121, 2.930, -5.124], [-0.338, 1.564, -5.325], [0.624, 2.792, -1.786], [0.452, 4.446, -3.644], [-0.240, 3.633, -5.939], [-0.714, 1.145, -6.271], [0.502, 1.147, -3.107], [-0.004, 0.675, -4.298], [-0.147, -0.765, -4.345], [0.295, -1.414, -3.201], [-0.064, -2.703, -2.937], [-0.824, -2.890, -5.215], [-0.573, -3.487, -3.972], [0.074, -3.060, -1.904], [-0.741, -4.550, -3.760], [-0.690, -1.509, -5.401], [-0.958, -0.971, -6.322], [-1.127, -3.511, -6.039], [1.544, -0.270, -1.806], [4.157, 0.254, -2.473], [1.525, -0.783, 5.068], [-0.065, 0.257, 4.910], [-1.613, -0.830, 5.135], [-0.049, 1.761, 6.070], [-0.168, 1.018, 3.244], [-0.096, 0.245, 2.086], [1.876, -0.845, 6.113], [2.324, -0.307, 4.470], [1.388, -1.812, 4.697], [-1.885, -0.971, 6.197], [-2.442, -0.312, 4.623], [-1.501, -1.824, 4.672], [0.827, 2.393, 5.825], [-0.958, 2.352, 5.858], [-0.022, 1.523, 7.138]], "lowdin_charge": [0.1013, -0.0430, 0.0785, 0.1087, 0.0821, 0.0683, 0.0862, 0.0728, -0.0862, -0.0023, 0.0199, 0.0467, 0.1240, 0.1313, 0.1335, 0.1335, -0.1123, -0.1926, -0.1840, -0.1132, -0.0848, 0.0144, -0.0010, 0.1252, 0.1355, 0.0488, 0.1333, 0.1287, 0.7579, 0.1863, -0.1587, 0.5378, -0.1607, -0.1719, 0.0216, -0.3528, 0.0540, 0.0451, 0.0310, 0.0551, 0.0448, 0.0274, 0.0441, 0.0421, 0.0434], "max_force_ev_per_a": 3.14, "de_lowest_kj_mol": 120.9, "total_charge": 2, "e_tot_ha": -1572.001493, "homo_lumo_gap_ev": [5.58, 5.58]}


Record 3
{"formula": "C17H23N2O6RuS2Se2", "method": "the ωB97M-V functional and the def2-TZVPD basis", "elements": ["Ru", "O", "N", "C", "C", "C", "C", "C", "S", "H", "H", "H", "H", "O", "C", "C", "C", "O", "C", "Se", "C", "Se", "H", "H", "H", "H", "H", "H", "H", "H", "H", "H", "C", "H", "H", "H", "N", "C", "C", "C", "C", "C", "C", "S", "O", "O", "O", "H", "H", "H", "H", "H", "H"], "positions_angstrom": [[-0.163, -0.421, 0.896], [-1.078, 1.349, 2.208], [-2.044, 1.970, 1.590], [-3.115, 2.412, 2.286], [-4.151, 3.068, 1.681], [-4.126, 3.267, 0.292], [-3.042, 2.793, -0.418], [-1.984, 2.156, 0.216], [-0.589, 1.622, -0.609], [-3.081, 2.216, 3.348], [-4.977, 3.429, 2.276], [-4.931, 3.786, -0.204], [-2.977, 2.918, -1.486], [0.841, -4.442, 2.952], [1.296, -3.129, 2.748], [0.851, -2.154, 3.859], [1.509, -2.663, 5.161], [1.070, -2.013, 6.333], [1.295, -0.701, 3.602], [2.169, -0.282, 1.866], [-0.671, -2.216, 4.024], [-1.729, -1.869, 2.365], [-0.104, -4.440, 2.754], [0.944, -2.748, 1.770], [2.389, -3.172, 2.728], [2.602, -2.565, 5.064], [1.273, -3.723, 5.296], [1.146, -1.062, 6.182], [2.018, -0.367, 4.354], [0.428, -0.033, 3.627], [-1.013, -1.494, 4.767], [-0.973, -3.210, 4.364], [-0.448, -1.620, -0.986], [0.047, -2.588, -0.876], [-0.060, -1.102, -1.862], [-1.531, -1.756, -1.080], [2.478, -0.211, -1.680], [3.379, -0.051, -2.699], [4.594, -0.749, -2.695], [5.460, -0.654, -3.767], [5.132, 0.133, -4.850], [3.944, 0.830, -4.877], [3.072, 0.748, -3.807], [6.304, 0.170, -6.229], [5.855, 1.241, -7.118], [7.603, 0.427, -5.607], [6.193, -1.167, -6.815], [1.759, 0.490, -1.564], [2.807, -0.630, -0.820], [4.844, -1.355, -1.834], [6.406, -1.170, -3.778], [3.722, 1.441, -5.738], [2.142, 1.300, -3.807]], "lowdin_spin": [3.6181, 0.0882, 0.0205, 0.0044, 0.0104, 0.0076, 0.0096, 0.0341, 0.1556, 0.0003, 0.0007, 0.0003, 0.0016, 0.0033, 0.0103, 0.0074, 0.0015, 0.0008, 0.0552, 0.2870, 0.0452, 0.2465, 0.0014, 0.0057, 0.0026, 0.0002, 0.0001, 0.0004, 0.0089, 0.0069, 0.0031, 0.0068, 0.2628, 0.0288, 0.0232, 0.0300, 0.0053, 0.0005, 0.0001, 0.0000, 0.0000, 0.0000, 0.0001, 0.0000, 0.0000, 0.0000, 0.0000, 0.0026, 0.0015, 0.0000, 0.0000, 0.0000, 0.0001], "max_force_ev_per_a": 1.15, "de_lowest_kj_mol": 38.8, "total_charge": -2, "multiplicity": 6, "e_tot_ha": -6916.641269, "homo_lumo_gap_ev": [5.72, 6.17]}